Formula: C41H37CeI2N8O
Source: OMol25
Level of theory: ωB97M-V/def2-TZVPD

Summary:
orbital gap (alpha / beta)	0.220 / 0.220	hartree
charge	+1
E_HOMO (alpha / beta)	-9.82 / -9.82	eV

Geometry (Å):
1 Ce 0.0414 -0.6297 -0.0361
2 C -1.7773 -4.2850 1.9885
3 C -1.3062 -4.8343 0.6389
4 C -1.2581 -3.7746 -0.4776
5 N -0.0299 -2.9813 -0.4226
6 C 1.1177 -3.5550 -0.7808
7 C 1.2179 -4.7397 -1.5313
8 C 2.2682 -5.6227 -1.7188
9 C 3.4715 -5.6940 -1.0414
10 C 3.9561 -4.7376 -0.1619
11 C 3.4900 -3.4538 0.0362
12 C 2.3430 -2.7889 -0.4545
13 N 2.2471 -1.4697 -0.5460
14 C 3.4636 -0.6823 -0.4139
15 C 3.1525 0.8106 -0.5203
16 C 2.7532 1.3910 0.8356
17 N 1.5210 0.7827 1.3085
18 C 1.1364 0.9362 2.5542
19 C 1.9125 1.5845 3.5488
20 C 1.5353 2.2189 4.7091
21 C 0.2507 2.4546 5.1969
22 C -0.9024 1.8405 4.7555
23 C -1.0363 0.8020 3.8400
24 C -0.1171 0.2333 2.9403
25 N -0.3220 -0.9249 2.3092
26 C -1.2864 -1.8764 2.8585
27 C -0.7784 -3.3240 2.6673
28 H -1.9741 -5.1318 2.6473
29 H -2.7377 -3.7814 1.8373
30 H -1.9810 -5.6364 0.3335
31 H -0.3110 -5.2729 0.7435
32 H -2.1078 -3.0947 -0.3567
33 H -1.3842 -4.2644 -1.4460
34 H 0.3092 -5.0036 -2.0591
35 H 2.0732 -6.4242 -2.4222
36 H 4.0836 -6.5718 -1.2041
37 H 4.8661 -4.9906 0.3698
38 H 4.1175 -2.8332 0.6644
39 H 4.1653 -0.9807 -1.1991
40 H 3.9632 -0.8599 0.5452
41 H 2.3447 0.9451 -1.2522
42 H 4.0285 1.3460 -0.8841
43 H 2.6282 2.4782 0.7551
44 H 3.5805 1.2154 1.5293
45 H 2.9737 1.6191 3.3328
46 H 2.3470 2.6544 5.2805
47 H 0.1595 3.1471 6.0237
48 H -1.8202 2.1459 5.2452
49 H -2.0291 0.3672 3.7890
50 H -2.2600 -1.7695 2.3650
51 H -1.4417 -1.6831 3.9225
52 H -0.4942 -3.7253 3.6397
53 H 0.1332 -3.2703 2.0742
54 I -0.3681 -0.5858 -5.2442
55 C -2.0147 -0.6901 -3.9452
56 C -3.3068 -0.8727 -4.4339
57 C -4.3708 -0.8893 -3.5699
58 I -6.2963 -1.1372 -4.3878
59 C -4.1766 -0.7188 -2.1844
60 C -5.2148 -0.6583 -1.2280
61 C -4.9259 -0.4213 0.0865
62 C -3.5855 -0.2919 0.4727
63 N -2.5816 -0.3935 -0.3690
64 C -2.8486 -0.5690 -1.6967
65 C -1.7224 -0.5379 -2.5920
66 O -0.5076 -0.3284 -2.1600
67 H -3.4638 -0.9868 -5.4972
68 H -6.2371 -0.7856 -1.5578
69 H -5.7059 -0.3444 0.8301
70 H -3.3315 -0.0997 1.5098
71 N 2.4756 9.0586 -4.3434
72 C 2.0620 8.1789 -3.7312
73 C 1.5356 7.0880 -2.9690
74 C 0.7591 7.3390 -1.8396
75 C 0.2302 6.2892 -1.1145
76 C 0.4779 4.9763 -1.5003
77 C 1.2632 4.7240 -2.6210
78 C 1.7834 5.7725 -3.3540
79 N -0.0613 3.8990 -0.7517
80 C -0.5184 3.9428 0.5500
81 C -0.9167 2.6837 0.8590
82 N -0.7226 1.8577 -0.2277
83 C -0.2175 2.6196 -1.1700
84 H 0.5675 8.3586 -1.5362
85 H -0.3940 6.5026 -0.2584
86 H 1.4835 3.7089 -2.9227
87 H 2.3927 5.5760 -4.2252
88 H -0.5022 4.8314 1.1538
89 H -1.3298 2.3218 1.7834
90 H -0.0063 2.2775 -2.1711

=====

Formula: C4H11N3O2
Source: OMol25
Level of theory: ωB97M-V/def2-TZVPD

Summary:
orbital gap	0.342	hartree
SMILES	CN=C(N)N.CC(=O)O
E_HOMO	-8.75	eV

Geometry (Å):
1 C -2.7958 -2.2005 -0.9798
2 C -1.8149 -0.9416 0.8069
3 N -1.9280 -2.0151 0.2064
4 N -2.5505 0.3219 0.4555
5 N -0.9485 -0.6317 1.8182
6 H 3.1200 1.0763 1.2190
7 H -3.4263 -3.0296 -0.6017
8 H -2.1975 -2.3361 -1.7908
9 H -2.9199 0.2928 -0.4968
10 H -2.9434 0.8298 1.2782
11 H -0.3130 -1.2131 2.2772
12 H -0.7562 0.2821 1.8425
13 H -3.3187 -1.2027 -1.1916
14 C 2.3034 0.8629 -1.8025
15 C 2.5418 1.4514 -0.5276
16 O 3.1519 0.5782 0.2779
17 O 2.1119 2.5142 -0.0702
18 H 1.4904 0.0708 -1.7248
19 H 3.4094 0.2664 -2.1185
20 H 2.3253 1.4648 -2.6964

=====

Formula: C2H6N2S
Source: OMol25
Level of theory: ωB97M-V/def2-TZVPD

Summary:
orbital gap	0.347	hartree
SMILES	C/N=C\NS
E_HOMO	-8.83	eV

Geometry (Å):
1 C -0.0602 -0.9776 -1.3850
2 C -0.4058 -0.2189 0.9058
3 H -0.3254 -0.2180 -2.0942
4 H 0.9051 -0.7971 -0.8641
5 H -0.1952 -2.0444 -1.6163
6 H -0.8053 -0.6937 1.9929
7 H 0.6712 0.7659 2.0919
8 H -0.4237 2.5151 -0.2468
9 N -0.8036 -0.8078 -0.1669
10 N 0.6251 0.5920 1.1500
11 S 0.8178 1.8846 0.2327

=====

Formula: C2H3F2NS
Source: OMol25
Level of theory: ωB97M-V/def2-TZVPD

Summary:
orbital gap	0.338	hartree
E_HOMO	-8.96	eV

Geometry (Å):
1 C 0.3544 0.0082 0.9904
2 C -0.1870 0.8799 -1.0179
3 N 0.1117 -1.2437 0.7397
4 F -1.0665 1.6007 -0.4006
5 F 0.7322 1.8010 -1.4004
6 S -0.5464 -0.3534 -1.9927
7 H 0.7101 0.5775 1.8498
8 H 0.2145 -1.8905 1.4670
9 H -0.3230 -1.3798 -0.2353

=====

Energy readings, ordered: -3168.21330, -473.69757, -587.38557, -730.56277 a.u.
Energy relative to the best compared isomer or geometry (same formula, charge and spin) readings, ordered: 3.8, 66.0, 74.3, 74.8 kcal/mol